1.
Computed, not measured: the molecule C4H5N3S at a distorted geometry, with ωB97M-V/def2-TZVPD.

Each line ends with the Löwdin charge.
CARTESIAN COORDINATES (ANGSTROEM)
1 N 2.144761 -1.014570 -0.079512  0.09
2 N 1.413478 1.191918 0.048716  0.06
3 S -2.932854 -0.131806 0.024941  0.81
4 H -0.355348 -1.715307 -0.169353  0.11
5 N 0.388925 2.034561 0.034805  0.00
6 C -1.232164 0.299242 -0.082499  -0.61
7 H 1.984755 -1.876862 0.422924  0.09
8 H 3.060782 -0.541251 0.126312  0.12
9 C -0.837561 1.645259 -0.074501  -0.22
10 H -1.666079 2.376534 -0.186481  0.11
11 H -2.838252 -1.481078 0.054716  -0.12
12 C 1.086313 -0.142012 -0.051310  -0.39
13 C -0.216752 -0.644633 -0.068757  -0.06

Cartesian forces, eV/Å:
1.533 0.626 0.258
-1.382 -1.773 -0.089
-0.237 0.109 -0.165
-0.224 0.091 0.189
1.367 0.837 -0.365
0.665 -1.415 0.314
0.255 0.095 -0.138
-1.437 -0.847 -0.225
-2.312 -0.215 -0.182
0.987 -0.069 0.345
0.289 0.395 -0.054
0.682 1.362 0.526
-0.186 0.804 -0.412

orbital gap: 9.4 eV
spin multiplicity: 1
structure (SMILES): Nc1cc(S)cnn1



2.
Computed, not measured: the molecule C4H5N3S at a distorted geometry, with ωB97M-V/def2-TZVPD.

Each line ends with the Löwdin charge.
CARTESIAN COORDINATES (ANGSTROEM)
1 H 1.398048 0.355035 1.480710  0.08
2 C -0.041722 -0.702091 0.259327  -0.37
3 H -2.879014 -1.349505 -0.878372  0.12
4 S 2.420714 -0.290540 -0.683816  0.67
5 N -0.812787 -1.612521 -0.069844  0.15
6 C -1.936937 -0.907491 -0.563744  -0.14
7 N -0.066956 1.774613 0.029113  0.16
8 H -0.888839 2.583602 0.081848  0.15
9 C -0.662737 0.678149 -0.074015  -0.47
10 H 2.186530 1.070944 -1.082052  -0.09
11 N -1.887933 0.345513 -0.488210  0.10
12 H 1.859109 -1.440388 1.197633  0.09
13 C 1.312520 -0.505322 0.791423  -0.47

Cartesian forces, eV/Å:
-0.140 -0.652 -0.467
2.324 3.843 0.164
0.511 -0.604 -0.067
-0.234 1.814 -0.450
-0.804 -2.647 -0.159
-1.266 -0.526 0.226
-2.735 3.258 1.349
2.644 -2.301 -0.967
1.855 -1.402 0.647
0.047 -1.894 0.832
-3.297 1.905 -1.258
-1.324 1.418 -0.183
2.418 -2.213 0.332

orbital gap: 8.3 eV
spin multiplicity: 1
structure (SMILES): [H]/N=C1\N=CN=C1CS



3.
Computed, not measured: the ion C4H5N4 with charge +1 at a distorted geometry, with ωB97M-V/def2-TZVPD.

Each line ends with the Löwdin charge.
CARTESIAN COORDINATES (ANGSTROEM)
1 N -2.096354 -1.644699 0.012976  0.16
2 C 0.094295 -1.287145 0.110712  0.00
3 H -0.962810 2.008940 0.065759  0.10
4 H 1.208098 -1.452492 0.102592  0.17
5 H 0.331984 1.475070 -0.914049  0.10
6 H -0.799286 -3.384035 0.313073  0.17
7 N -3.705068 1.224653 -0.091876  0.43
8 H 0.895139 1.327206 0.725980  0.17
9 C -1.882737 -0.355957 -0.115972  -0.36
10 C -0.874737 -2.255390 0.088872  -0.05
11 N -2.858203 0.515785 -0.033673  0.15
12 C -0.111254 1.306278 0.073056  0.02
13 N -0.527722 -0.096967 -0.029708  -0.06

Cartesian forces, eV/Å:
-0.191 -2.044 -0.229
1.850 0.704 -0.626
0.688 -0.381 1.156
-1.426 0.671 0.224
0.031 0.439 -0.049
-0.050 2.191 -0.750
0.344 -0.348 0.326
-3.018 0.638 -0.666
3.103 -2.968 0.699
-2.418 -1.483 0.926
-1.717 1.795 -0.586
4.011 -0.690 -1.161
-1.206 1.476 0.736

orbital gap (spin up / spin down): 8.7 / 8.7 eV
spin multiplicity: 1
total charge: +1
structure (SMILES): Cn1ccnc1[N+]#N



4.
Computed, not measured: a cluster of 2 separate species, C4H5N4O2 in total at a distorted geometry, with ωB97M-V/def2-TZVPD.

Each line ends with the Löwdin charge.
CARTESIAN COORDINATES (ANGSTROEM)
1 O -0.396979 1.305250 -3.328922  0.00
2 H -0.881063 0.096551 2.929731  0.06
3 O 1.247330 1.181194 -1.785217  -0.02
4 C -0.161397 0.009273 2.183356  -0.23
5 N -0.866818 0.700448 -1.209378  0.03
6 H -1.393822 -1.000459 -2.192642  0.06
7 H 0.971933 -1.836274 2.940679  0.09
8 H 1.123573 0.720628 -0.513128  0.06
9 N 0.061973 0.764987 1.113114  0.02
10 H -1.784766 -0.909741 -0.380858  0.06
11 C -1.347802 -0.452410 -1.269924  -0.06
12 C 0.761251 -1.001529 2.199838  -0.20
13 N 1.084633 0.173016 0.488046  -0.12
14 C 0.068057 1.119680 -2.223636  -0.77
15 N 1.513897 -0.870614 1.048943  0.01

Cartesian forces, eV/Å:
0.244 0.656 -1.419
-1.322 0.895 0.778
0.214 0.399 0.130
1.191 -0.424 -0.282
0.165 0.043 0.383
0.479 -0.749 -0.567
-0.408 1.261 -1.249
1.753 -0.956 -0.438
-0.015 0.229 1.192
-0.459 0.203 -0.011
-0.389 0.353 0.078
1.740 -1.939 -0.539
-2.481 2.968 0.250
-1.519 -0.665 -0.291
0.808 -2.272 1.987

orbital gap: 8.4 eV
spin multiplicity: 1
total charge: -1



5.
Computed, not measured: the molecule C4H5NO at a distorted geometry, with ωB97M-V/def2-TZVPD.

Each line ends with the Löwdin charge.
CARTESIAN COORDINATES (ANGSTROEM)
1 H -0.370080 -1.441461 -0.934026  0.11
2 H -1.489486 -1.314077 0.612977  0.12
3 H 0.981941 -0.711435 1.780407  0.14
4 C -0.517542 -1.275369 0.137335  -0.06
5 H -0.850328 0.766013 -1.435586  0.12
6 C 1.084980 0.452026 -0.251338  -0.34
7 O 2.180220 0.795817 -0.582882  0.12
8 N -0.768368 0.169580 0.609529  -0.06
9 C -0.327575 1.002207 -0.501472  -0.10
10 C 0.529018 -0.498223 0.816088  -0.17
11 H -0.452780 2.054922 -0.251032  0.12

Cartesian forces, eV/Å:
-0.479 0.022 0.335
0.022 -2.906 0.425
-0.075 0.070 -0.131
-0.790 1.228 -0.270
0.221 0.178 0.114
0.733 0.189 -0.325
-0.339 -0.205 0.249
-0.126 0.629 -0.176
0.218 0.446 -0.308
0.253 0.195 0.308
0.360 0.155 -0.221

orbital gap: 11.0 eV
spin multiplicity: 1
structure (SMILES): O=C1CN2C[C@@H]12



6.
Computed, not measured: the molecule C4H5NO, with ωB97M-V/def2-TZVPD.

Each line ends with the Löwdin charge.
CARTESIAN COORDINATES (ANGSTROEM)
1 C -1.356776 0.505509 -0.498796  0.05
2 C 1.693342 0.649893 -0.160209  -0.38
3 H -2.329622 0.661254 -0.956660  0.07
4 H 1.773663 1.606854 0.392452  0.13
5 H -0.665776 1.342420 -0.545409  0.06
6 C 0.219193 -0.977111 0.768416  -0.14
7 H -1.795300 -1.448724 0.110520  0.09
8 O 2.000238 0.543289 -1.323889  0.05
9 C -1.051682 -0.655131 0.080485  -0.13
10 N 1.346068 -0.400860 0.676516  0.11
11 H 0.166656 -1.827396 1.456570  0.11

Cartesian forces, eV/Å:
0.066 -0.149 0.059
0.027 -0.014 -0.264
0.147 -0.055 0.086
-0.003 -0.068 -0.076
-0.074 -0.138 0.026
0.211 0.111 0.031
0.098 0.097 -0.012
-0.112 0.008 0.470
-0.084 0.210 -0.091
-0.310 -0.143 -0.113
0.034 0.141 -0.117

orbital gap: 9.8 eV
spin multiplicity: 1
structure (SMILES): C=C/C=N\C=O



7.
Computed, not measured: a cluster of 2 separate species, C4H5NO in total at a distorted geometry, with ωB97M-V/def2-TZVPD.

Each line ends with the Löwdin charge.
CARTESIAN COORDINATES (ANGSTROEM)
1 N 0.536572 -2.238181 -0.189694  0.16
2 C -0.281289 -1.465555 -0.431155  -0.24
3 C -1.700322 0.393965 0.216475  0.06
4 H -2.451128 1.146803 -0.069535  0.08
5 H -1.184595 0.648352 1.034364  0.02
6 C -1.405116 -0.591036 -0.659937  -0.13
7 C 2.269433 0.020728 0.340038  -0.17
8 H 2.948871 -0.826245 0.157785  0.09
9 H -2.032987 -0.738846 -1.483606  0.08
10 H 2.098720 0.607968 1.253564  0.09
11 O 1.615572 0.384719 -0.576997  -0.04

Cartesian forces, eV/Å:
-0.207 0.113 -0.125
-0.735 -0.720 0.095
-1.811 -0.516 -4.327
-0.008 -0.747 0.207
2.150 0.435 2.978
0.682 1.227 2.440
0.251 0.214 0.170
0.233 0.033 0.919
-0.471 -0.322 -1.265
0.800 -0.639 0.761
-0.885 0.921 -1.852

orbital gap: 10.3 eV
spin multiplicity: 1
structure (SMILES): C=CC#N.C=O



8.
Computed, not measured: the molecule C4H5NO at a distorted geometry, with ωB97M-V/def2-TZVPD.

Each line ends with the Löwdin charge.
CARTESIAN COORDINATES (ANGSTROEM)
1 C 1.333330 -0.545300 0.009916  -0.47
2 H 1.610865 1.662432 0.212746  0.11
3 O 2.484847 -0.924073 0.018116  0.08
4 C -0.428517 0.999899 0.032815  -0.08
5 H -1.545083 -0.434915 -1.220533  0.11
6 H -0.444956 -1.491914 0.598867  0.06
7 H -0.959512 1.930910 0.181147  0.11
8 C -1.125314 -0.277697 -0.234155  -0.12
9 N 0.164622 -1.368139 -0.186150  0.09
10 H -1.984534 -0.417579 0.490185  0.13
11 C 0.894254 0.866373 0.097045  -0.01

Cartesian forces, eV/Å:
-0.181 0.103 -0.010
0.057 0.069 0.136
-1.196 -0.115 0.059
0.327 0.205 -0.304
0.000 0.401 -0.244
1.325 -2.121 2.046
-0.024 0.023 -0.132
0.890 -0.061 -0.678
-2.253 1.711 -0.501
1.186 -0.520 -0.397
-0.131 0.305 0.026

orbital gap: 10.6 eV
spin multiplicity: 1
structure (SMILES): O=C1C=CCN1



9.
Computed, not measured: the molecule C4H5NO, with ωB97M-V/def2-TZVPD.

Each line ends with the Löwdin charge.
CARTESIAN COORDINATES (ANGSTROEM)
1 O -1.676663 1.492832 -0.168834  -0.05
2 H 3.635855 -0.374516 0.581333  0.03
3 H -1.456479 -1.205045 -0.865919  0.09
4 C 0.072829 0.163530 -0.179174  -0.37
5 N -0.303884 1.386507 -0.257204  0.03
6 C 1.490795 -0.035777 -0.071190  -0.09
7 H -1.802491 2.449158 -0.112519  0.10
8 C -0.836862 -1.017633 0.016672  -0.03
9 C 2.637327 -0.236604 0.235729  0.13
10 H -0.247868 -1.909817 0.237200  0.08
11 H -1.511376 -0.807171 0.852053  0.08

Cartesian forces, eV/Å:
-0.271 0.216 -0.056
-0.038 -0.032 -0.207
0.099 0.101 0.091
-0.044 0.272 0.163
0.354 -0.453 0.074
0.534 -0.055 0.257
-0.074 -0.192 -0.099
-0.074 -0.033 0.016
-0.421 0.091 -0.072
-0.111 0.147 -0.053
0.045 -0.061 -0.112

orbital gap (spin up / spin down): 10.2 / 10.2 eV
spin multiplicity: 1
structure (SMILES): C#C/C(C)=N/O



10.
Computed, not measured: the molecule C4H5NO, with ωB97M-V/def2-TZVPD.

Each line ends with the Löwdin charge.
CARTESIAN COORDINATES (ANGSTROEM)
1 H -1.529030 0.165160 -1.788761  0.08
2 H 2.730469 1.685467 0.164444  0.04
3 H -1.460890 -1.500722 -0.123191  0.14
4 C 2.022445 0.938338 0.445837  0.14
5 O 0.172631 -1.829394 1.697481  0.06
6 H 0.054978 0.751648 -1.263946  0.07
7 C 1.217639 0.108392 0.780928  -0.03
8 N -0.769330 -0.772633 -0.091017  0.01
9 C -0.925435 0.411470 -0.915853  -0.09
10 H -1.408181 1.241705 -0.382320  0.09
11 C 0.171820 -0.922273 0.887155  -0.52

Cartesian forces, eV/Å:
0.007 -0.047 0.076
-0.028 -0.102 0.118
-0.151 -0.009 0.089
-0.238 -0.294 0.349
0.106 0.373 -0.284
-0.312 -0.080 0.011
0.396 0.256 -0.198
0.213 0.092 0.222
0.047 0.147 -0.220
0.083 -0.205 -0.051
-0.122 -0.131 -0.113

orbital gap: 10.8 eV
spin multiplicity: 1
structure (SMILES): C#CC(=O)NC



11.
Computed, not measured: a cluster of 2 separate species, C4H5NO in total at a distorted geometry, with ωB97M-V/def2-TZVPD.

Each line ends with the Löwdin charge.
CARTESIAN COORDINATES (ANGSTROEM)
1 H 2.299106 -0.566655 -0.273525  0.09
2 C 1.441276 -1.014316 0.234377  -0.03
3 H 1.318199 -2.051421 -0.081579  0.09
4 H 0.129164 0.840518 1.624698  0.06
5 C -0.388913 0.134576 0.979555  0.12
6 H 1.626691 -1.009216 1.315556  0.07
7 C 0.190359 -0.218809 -0.238799  -0.61
8 O -0.131112 -0.139349 -1.420632  -0.01
9 H -2.369066 1.270121 -1.821223  0.09
10 N -1.906381 1.416608 0.355856  0.09
11 C -2.144927 1.343351 -0.775482  0.04

Cartesian forces, eV/Å:
-0.106 -0.077 0.011
0.103 -0.085 -0.081
0.012 0.125 -0.022
-0.187 0.034 -0.030
-0.296 0.382 -0.249
-0.165 0.077 -0.226
-0.099 0.055 0.041
0.059 0.010 0.425
-0.028 0.060 0.171
0.279 -0.465 -1.008
0.428 -0.116 0.968

orbital gap: 8.9 eV
spin multiplicity: 1



12.
Computed, not measured: the molecule C4H5NO, with ωB97M-V/def2-TZVPD.

Each line ends with the Löwdin charge.
CARTESIAN COORDINATES (ANGSTROEM)
1 H 0.885772 -1.623746 -0.023345  0.15
2 H 1.356805 -1.010619 1.559161  0.11
3 C 1.058850 0.551106 -0.039678  -0.17
4 H 1.848180 0.483534 -0.792875  0.12
5 O -0.166624 0.868683 -0.695474  -0.04
6 C 0.753872 -0.769216 0.680162  -0.21
7 C -0.702577 -0.938241 0.796475  0.16
8 H 1.311605 1.352086 0.665155  0.12
9 H -2.473638 0.899492 -1.282380  0.07
10 N -2.381293 0.154239 -0.585906  0.18
11 C -1.171804 0.063245 -0.211908  -0.49

Cartesian forces, eV/Å:
0.017 -0.008 0.014
-0.127 0.016 -0.134
0.141 -0.035 0.057
-0.107 -0.004 0.106
-0.061 -0.001 -0.019
-0.077 0.058 0.142
0.352 0.165 -0.169
-0.042 -0.136 -0.072
-0.020 -0.067 0.021
0.365 0.093 0.065
-0.441 -0.080 -0.011

orbital gap: 8.3 eV
spin multiplicity: 1